This record from the Open Molecules 2025 dataset describes a molecular structure, C24H29FMoN4. The level of theory is ωB97M-V/def2-TZVPD.

As for the frontier orbital gap: 7.3 eV. Its largest force on an atom is 0.68 eV/A. The energy relative to the best compared isomer or geometry (same formula, charge and spin) comes out at 3.6 kJ/mol.

```
! RIJCOSX wB97M-V def2-TZVPD def2/J DEFGRID3
* xyz 0 1
Mo 0.31 0.86 -0.53
C 1.17 2.92 1.52
N 1.47 1.50 1.22
C 2.91 1.36 0.92
C 1.00 0.66 2.34
C 1.78 0.39 3.44
C 1.30 -0.42 4.46
C 0.03 -0.96 4.34
C -0.77 -0.68 3.24
C -0.32 0.16 2.22
N -0.98 0.45 1.02
C -2.35 0.54 0.80
C -3.39 0.24 1.69
C -4.72 0.35 1.30
C -5.06 0.75 0.02
C -4.05 1.11 -0.86
C -2.73 1.02 -0.48
N -1.66 1.54 -1.34
C -1.72 3.02 -1.35
C -1.73 1.03 -2.73
H 1.78 3.25 2.37
H 0.11 3.00 1.79
H 1.37 3.52 0.64
H 3.53 1.75 1.73
H 3.10 1.92 0.01
H 3.13 0.31 0.75
H 2.78 0.80 3.50
H 1.92 -0.64 5.31
H -0.34 -1.63 5.11
H -1.72 -1.18 3.14
H -3.17 -0.06 2.70
H -5.49 0.10 2.01
H -6.10 0.82 -0.28
H -4.30 1.48 -1.84
H -2.65 3.34 -1.82
H -0.86 3.41 -1.88
H -1.72 3.38 -0.32
H -2.64 1.36 -3.23
H -1.70 -0.06 -2.72
H -0.86 1.41 -3.27
C 0.82 -2.79 0.59
C 1.44 -2.92 -0.78
C 1.97 -4.12 -1.23
C 2.55 -4.21 -2.49
C 2.59 -3.10 -3.31
C 2.07 -1.88 -2.90
C 2.10 -0.66 -3.78
C 1.49 -1.81 -1.63
N 0.97 -0.59 -1.18
H 0.81 -3.75 1.10
H -0.20 -2.41 0.53
H 1.37 -2.08 1.21
H 1.94 -4.99 -0.58
H 2.96 -5.16 -2.83
H 3.04 -3.17 -4.30
H 2.71 -0.84 -4.66
H 2.49 0.20 -3.24
H 1.10 -0.39 -4.11
F 1.08 2.55 -1.37
*
```

Taken from the Mulliken analysis, the atomic charges in e are:
1 Mo -0.06
2 C -1.19
3 N 1.01
4 C -1.14
5 C 0.89
6 C -0.22
7 C -0.89
8 C -1.07
9 C -0.90
10 C -0.06
11 N 1.21
12 C -0.43
13 C -0.91
14 C -0.86
15 C -0.95
16 C -0.25
17 C 1.18
18 N 0.89
19 C -1.17
20 C -1.12
21 H 0.36
22 H 0.33
23 H 0.34
24 H 0.44
25 H 0.22
26 H 0.37
27 H 0.34
28 H 0.40
29 H 0.39
30 H 0.43
31 H 0.44
32 H 0.40
33 H 0.39
34 H 0.34
35 H 0.39
36 H 0.35
37 H 0.29
38 H 0.40
39 H 0.35
40 H 0.29
41 C -0.83
42 C 0.95
43 C -0.89
44 C -0.78
45 C -0.78
46 C 0.78
47 C -1.16
48 C 0.02
49 N -0.32
50 H 0.41
51 H 0.16
52 H 0.04
53 H 0.38
54 H 0.38
55 H 0.37
56 H 0.40
57 H 0.27
58 H 0.17
59 F -0.76